1.
Below is one molecule with the formula C10H9NO2 in a non-equilibrium geometry, with properties calculated with the ωB97M-V functional and the def2-TZVPD basis.

Atoms and positions in Å:
C (3.49, 0.00, 0.54)
C (2.47, -0.68, 1.17)
C (3.22, 0.72, -0.62)
C (1.18, -0.65, 0.67)
C (1.94, 0.75, -1.14)
C (0.90, 0.06, -0.51)
C (-1.89, 1.24, 0.07)
C (-1.51, -0.83, -0.60)
C (-0.44, 0.13, -1.04)
C (-3.76, -0.35, 0.56)
N (-2.46, 0.03, 0.02)
O (-2.04, 2.32, 0.50)
O (-1.63, -2.01, -0.67)
H (4.49, -0.02, 0.94)
H (2.67, -1.24, 2.07)
H (4.02, 1.26, -1.12)
H (0.39, -1.18, 1.16)
H (1.74, 1.31, -2.04)
H (-0.57, 0.52, -2.03)
H (-3.81, -1.44, 0.50)
H (-3.85, -0.03, 1.59)
H (-4.56, 0.08, -0.04)

Summary:
* ΔE to the lowest compared entry with this formula, charge and spin: 33.9 kcal per mole
* E_HOMO: -8.0 eV
* orbital gap: 8.36 eV

***

2.
Below is one molecule with the formula C10H18Cl3NO2 in a non-equilibrium geometry, with properties calculated with the ωB97M-V functional and the def2-TZVPD basis.

Atoms and positions in Å:
O (2.20, 0.22, 0.36)
Cl (-2.58, 2.34, -4.31)
Cl (-0.71, 2.65, -1.45)
Cl (-2.34, 0.14, -1.58)
O (0.34, -1.14, -2.25)
C (1.12, -0.14, 0.67)
N (0.14, -0.14, -0.30)
C (-1.10, 1.21, 2.40)
C (1.06, -2.30, 3.83)
C (0.18, 1.92, -4.54)
C (0.32, 0.12, -1.68)
C (-0.82, -0.32, 2.33)
C (1.07, -2.00, 2.25)
C (-1.14, 1.26, -3.93)
C (-0.89, 1.05, -2.30)
C (0.71, -0.56, 2.06)
H (0.65, -1.84, -1.67)
H (-0.70, -0.48, -0.04)
H (-2.20, 1.34, 2.37)
H (-0.66, 1.67, 3.29)
H (-0.64, 1.66, 1.50)
H (1.64, -3.23, 3.86)
H (0.09, -2.53, 4.23)
H (1.62, -1.53, 4.34)
H (-0.15, 2.59, -5.29)
H (0.72, 2.43, -3.80)
H (0.90, 1.20, -4.99)
H (1.25, 0.59, -1.90)
H (-1.34, -0.80, 1.55)
H (-1.12, -0.90, 3.21)
H (2.06, -2.29, 1.76)
H (0.27, -2.58, 1.70)
H (-1.23, 0.30, -4.33)
H (1.29, 0.11, 2.64)

Summary:
* E_HOMO: -9.8 eV
* orbital gap: 10.37 eV
* structure (SMILES): CCC(CC)C(=O)N[C@@H](O)C(Cl)(Cl)[C@H](C)Cl

***

3.
Below is a 2-piece molecular cluster, C17H26N4O4PS overall in a non-equilibrium geometry, with properties calculated with the ωB97M-V functional and the def2-TZVPD basis.

Atoms and positions in Å:
N (-0.25, -2.88, -1.52)
C (0.32, -1.88, -1.51)
C (1.18, -0.70, -1.40)
C (0.53, 0.46, -0.59)
C (-0.98, 0.42, -0.38)
C (-1.75, 0.95, -1.58)
O (-1.29, 1.91, -2.17)
N (-3.00, 0.44, -1.89)
C (-3.11, -0.98, -2.14)
C (-3.52, -1.84, -1.14)
C (-3.66, -3.20, -1.37)
C (-3.38, -3.71, -2.63)
C (-2.98, -2.86, -3.66)
C (-2.85, -1.50, -3.40)
C (1.71, -0.26, -2.82)
C (0.65, -0.01, -3.79)
N (-0.13, 0.35, -4.55)
P (2.81, -1.56, -3.57)
O (3.74, -2.10, -2.38)
O (3.81, -0.73, -4.53)
S (1.87, -2.94, -4.50)
H (2.08, -1.01, -0.86)
H (1.01, 0.44, 0.39)
H (0.83, 1.40, -1.05)
H (-1.20, 1.15, 0.41)
H (-1.34, -0.53, 0.00)
H (-3.32, 0.96, -2.70)
H (-3.74, -1.47, -0.14)
H (-3.98, -3.87, -0.59)
H (-3.48, -4.76, -2.85)
H (-2.76, -3.23, -4.65)
H (-2.55, -0.84, -4.21)
H (2.30, 0.65, -2.64)
H (4.58, -1.64, -2.32)
H (3.28, -0.43, -5.29)
C (-0.23, 2.71, 5.14)
C (0.87, 1.69, 5.38)
C (2.19, 2.00, 4.67)
O (2.06, 1.73, 3.29)
C (1.87, 2.86, 2.44)
N (0.42, 0.36, 4.83)
H (-0.57, 2.72, 4.10)
H (-1.10, 2.51, 5.77)
H (0.13, 3.71, 5.39)
H (1.03, 1.56, 6.45)
H (2.97, 1.34, 5.06)
H (2.51, 3.02, 4.87)
H (2.35, 3.75, 2.84)
H (0.80, 3.05, 2.30)
H (2.31, 2.63, 1.47)
H (-0.56, 0.16, 5.04)
H (1.00, -0.41, 5.16)
H (0.55, 0.41, 3.81)

Summary:
* E_HOMO: -10.7 eV
* charge: +1
* orbital gap: 7.10 eV

***

4.
Below is one molecule with the formula C5H9N3O2 in a non-equilibrium geometry, with properties calculated with the ωB97M-V functional and the def2-TZVPD basis.

Atoms and positions in Å:
C (-2.01, 0.31, -2.63)
N (-1.59, 0.13, -1.26)
C (-0.67, -0.71, -1.02)
N (-0.11, -0.90, 0.24)
C (-0.74, -0.55, 1.42)
N (-0.27, 0.28, 2.27)
C (1.15, 0.52, 2.24)
C (1.63, 0.98, 0.87)
O (1.50, 2.08, 0.41)
H (-3.09, 0.12, -2.71)
H (-1.84, 1.35, -2.93)
H (-1.48, -0.35, -3.34)
H (-0.17, -1.31, -1.79)
H (-1.76, -0.91, 1.50)
H (1.41, 1.30, 2.97)
H (1.74, -0.37, 2.52)
H (0.89, -1.39, 0.21)
O (2.56, 0.07, 0.22)
H (2.84, -0.64, 0.80)

Summary:
* ΔE to the lowest compared entry with this formula, charge and spin: 46.2 kcal per mole
* E_HOMO: -9.2 eV
* orbital gap: 9.52 eV
* structure (SMILES): C/N=C/N/C=N\CC(=O)O

***

5.
Below is C5H8O2 as an isolated structure, with properties calculated with the ωB97M-V functional and the def2-TZVPD basis.

Atoms and positions in Å:
C (-1.49, -0.55, -0.59)
C (-0.14, -0.77, 0.06)
C (1.14, -0.33, -0.65)
O (0.93, 1.06, -1.01)
C (1.70, 0.40, 0.55)
C (0.33, 0.15, 1.23)
O (-0.44, 1.26, 1.56)
H (-1.65, -1.22, -1.43)
H (-1.60, 0.48, -0.95)
H (-2.29, -0.73, 0.14)
H (-0.03, -1.82, 0.37)
H (1.67, -0.90, -1.42)
H (1.80, 1.50, -0.78)
H (0.52, -0.40, 2.15)
H (-0.45, 1.84, 0.79)

Summary:
* ΔE to the lowest compared entry with this formula, charge and spin: 117.9 kcal per mole
* E_HOMO: -8.8 eV
* orbital gap: 9.22 eV

***

6.
Below is a 13-piece molecular cluster, C48H64BN12 overall in a non-equilibrium geometry, with properties calculated with the ωB97M-V functional and the def2-TZVPD basis.

Atoms and positions in Å:
B (0.03, -0.54, 0.11)
H (0.53, -1.43, -0.88)
H (0.60, 0.63, 0.00)
H (-1.13, -0.22, -0.47)
H (-0.05, -0.85, 1.34)
N (4.42, 1.01, 1.43)
C (3.76, 2.22, 1.32)
C (4.62, 3.27, 2.07)
C (5.88, 2.59, 2.37)
C (5.69, 1.15, 1.87)
H (4.16, -0.03, 1.07)
H (2.75, 2.47, 0.92)
H (4.50, 4.17, 2.09)
H (6.84, 3.02, 2.68)
H (6.38, 0.42, 1.97)
N (-1.11, -2.42, -2.86)
C (-1.00, -3.76, -2.68)
C (-1.31, -4.45, -4.02)
C (-1.67, -3.31, -4.88)
C (-1.54, -1.97, -4.09)
H (-0.79, -1.73, -2.10)
H (-0.66, -4.10, -1.66)
H (-1.12, -5.47, -4.40)
H (-1.65, -3.28, -5.95)
H (-1.66, -0.83, -4.15)
N (-1.41, 4.53, -0.52)
C (-1.85, 5.88, -0.44)
C (-1.73, 6.09, 1.00)
C (-1.24, 4.88, 1.68)
C (-1.00, 3.84, 0.54)
H (-1.61, 4.16, -1.59)
H (-2.33, 6.34, -1.40)
H (-1.90, 7.05, 1.56)
H (-1.01, 4.57, 2.66)
H (-0.72, 2.78, 0.56)
N (3.41, -1.59, 0.30)
C (4.13, -1.22, -0.79)
C (5.57, -1.70, -0.41)
C (5.55, -2.17, 1.09)
C (4.04, -2.15, 1.46)
H (2.43, -1.53, 0.23)
H (3.59, -0.89, -1.52)
H (6.33, -1.75, -1.05)
H (6.33, -2.39, 1.57)
H (3.56, -2.40, 2.31)
N (0.21, -5.40, 1.71)
C (1.16, -4.62, 1.07)
C (2.43, -5.45, 1.25)
C (2.00, -6.65, 1.92)
C (0.60, -6.57, 2.11)
H (-0.95, -5.24, 1.77)
H (1.22, -3.57, 0.65)
H (3.39, -5.01, 0.97)
H (2.70, -7.53, 2.01)
H (-0.21, -7.10, 2.70)
N (-5.66, 0.60, -2.06)
C (-6.71, -0.05, -2.62)
C (-6.27, -1.53, -2.98)
C (-4.92, -1.65, -2.55)
C (-4.59, -0.21, -1.91)
H (-5.81, 1.44, -1.55)
H (-7.59, 0.53, -2.72)
H (-6.84, -2.32, -3.34)
H (-4.24, -2.40, -2.69)
H (-3.69, 0.03, -1.41)
N (2.07, 1.71, -2.12)
C (1.80, 1.21, -3.42)
C (2.14, 2.33, -4.39)
C (2.56, 3.48, -3.55)
C (2.65, 2.91, -2.00)
H (1.98, 1.20, -1.22)
H (1.36, 0.32, -3.55)
H (2.05, 1.99, -5.39)
H (2.78, 4.51, -3.96)
H (2.81, 3.49, -1.12)
N (1.67, -2.44, -3.89)
C (2.53, -2.56, -2.94)
C (3.85, -2.00, -3.36)
C (3.67, -1.40, -4.58)
C (2.12, -1.67, -4.89)
H (0.64, -2.67, -3.73)
H (2.16, -2.99, -1.95)
H (4.74, -2.01, -2.74)
H (4.50, -0.80, -5.23)
H (1.58, -1.46, -5.92)
N (-3.59, -1.23, 4.18)
C (-4.28, -2.08, 4.89)
C (-3.20, -3.04, 5.60)
C (-1.84, -2.37, 5.07)
C (-2.11, -1.22, 4.21)
H (-3.89, -0.51, 3.63)
H (-5.34, -2.20, 5.22)
H (-3.51, -3.81, 6.31)
H (-1.00, -2.69, 5.10)
H (-1.53, -0.42, 3.59)
N (3.08, 1.33, 4.12)
C (1.75, 1.19, 4.03)
C (1.19, 0.90, 5.36)
C (2.18, 1.27, 6.30)
C (3.45, 1.40, 5.54)
H (3.64, 1.44, 3.23)
H (1.31, 0.91, 3.06)
H (0.07, 0.72, 5.58)
H (2.29, 1.16, 7.39)
H (4.40, 2.05, 5.68)
N (-5.31, 0.40, 2.14)
C (-4.08, 0.74, 1.60)
C (-3.68, 2.03, 2.37)
C (-4.85, 2.38, 3.31)
C (-5.95, 1.28, 3.10)
H (-5.83, -0.44, 1.97)
H (-3.62, 0.12, 0.71)
H (-2.69, 2.59, 2.13)
H (-4.84, 3.08, 4.20)
H (-7.00, 1.01, 3.51)
N (-0.67, 3.22, -3.30)
C (-1.75, 2.35, -2.95)
C (-2.95, 3.06, -3.17)
C (-2.58, 4.43, -3.69)
C (-1.07, 4.39, -3.85)
H (0.27, 3.01, -3.25)
H (-1.41, 1.30, -2.52)
H (-4.00, 2.66, -2.97)
H (-3.25, 5.12, -4.00)
H (-0.31, 5.12, -4.21)

Summary:
* ΔE to the lowest compared entry with this formula, charge and spin: 84.8 kcal per mole
* E_HOMO: -5.4 eV
* charge: -1
* orbital gap: 7.64 eV

***

7.
Below is C62H49NO7PS2W as an isolated structure in a non-equilibrium geometry, with properties calculated with the ωB97M-V functional and the def2-TZVPD basis.

Atoms and positions in Å:
W (-1.76, 0.07, 1.28)
O (-1.60, 4.88, 5.21)
C (-1.59, 3.81, 4.40)
C (-0.41, 3.13, 4.07)
C (-0.52, 2.06, 3.21)
N (-1.69, 1.67, 2.73)
C (-2.81, 2.32, 3.02)
C (-2.82, 3.41, 3.86)
C (-3.99, 1.76, 2.25)
O (-5.10, 2.19, 2.32)
O (-3.59, 0.74, 1.49)
C (0.62, 1.24, 2.64)
O (1.77, 1.41, 2.93)
O (0.15, 0.35, 1.77)
H (-0.72, 5.08, 5.54)
H (0.56, 3.43, 4.43)
H (-3.73, 3.94, 4.07)
C (7.47, -0.87, -5.47)
C (6.40, -0.56, -4.46)
C (6.39, -1.18, -3.22)
C (5.39, -0.89, -2.29)
C (4.40, 0.01, -2.63)
C (4.40, 0.65, -3.86)
C (5.40, 0.36, -4.77)
S (3.11, 0.38, -1.46)
O (2.75, 1.82, -1.64)
C (1.83, -0.65, -2.20)
C (2.02, -2.02, -1.93)
C (1.16, -2.95, -2.42)
C (0.02, -2.53, -3.17)
C (-0.89, -3.48, -3.70)
C (-1.99, -3.07, -4.39)
C (-2.24, -1.70, -4.56)
C (-1.37, -0.76, -4.08)
C (-0.20, -1.16, -3.38)
C (0.75, -0.19, -2.91)
C (0.51, 1.23, -3.31)
C (0.74, 1.60, -4.67)
C (1.32, 0.70, -5.60)
C (1.54, 1.08, -6.89)
C (1.20, 2.38, -7.32)
C (0.64, 3.26, -6.45)
C (0.40, 2.90, -5.11)
C (-0.18, 3.82, -4.19)
C (-0.38, 3.47, -2.89)
C (-0.03, 2.17, -2.46)
S (-0.10, 1.71, -0.76)
O (-1.58, 1.31, -0.47)
C (0.03, 3.27, 0.09)
C (-1.14, 3.96, 0.39)
C (-1.04, 5.14, 1.12)
C (0.19, 5.63, 1.54)
C (0.28, 6.92, 2.31)
C (1.34, 4.90, 1.22)
C (1.27, 3.73, 0.49)
H (8.26, -1.48, -5.04)
H (7.92, 0.05, -5.86)
H (7.06, -1.41, -6.32)
H (7.17, -1.88, -2.96)
H (5.40, -1.35, -1.31)
H (3.63, 1.38, -4.09)
H (5.41, 0.86, -5.73)
H (2.87, -2.34, -1.33)
H (1.31, -4.00, -2.24)
H (-0.69, -4.53, -3.54)
H (-2.68, -3.80, -4.79)
H (-3.13, -1.38, -5.09)
H (-1.58, 0.29, -4.23)
H (1.59, -0.30, -5.28)
H (1.99, 0.38, -7.59)
H (1.37, 2.66, -8.35)
H (0.37, 4.26, -6.78)
H (-0.45, 4.81, -4.54)
H (-0.79, 4.19, -2.20)
H (-2.10, 3.58, 0.08)
H (-1.95, 5.69, 1.36)
H (-0.59, 7.05, 2.95)
H (0.31, 7.77, 1.62)
H (1.18, 6.96, 2.92)
H (2.31, 5.27, 1.55)
H (2.17, 3.17, 0.24)
C (-4.37, -0.87, 4.09)
C (-3.59, -1.93, 4.82)
C (-4.07, -2.40, 6.04)
C (-3.40, -3.37, 6.76)
C (-2.22, -3.90, 6.27)
C (-1.72, -3.44, 5.06)
C (-2.39, -2.45, 4.34)
P (-1.72, -2.01, 2.69)
C (0.03, -2.51, 2.76)
C (0.51, -3.40, 1.81)
C (1.86, -3.73, 1.77)
C (2.73, -3.16, 2.69)
C (2.25, -2.28, 3.64)
C (0.90, -1.94, 3.70)
C (0.44, -0.99, 4.78)
C (-2.54, -3.18, 1.57)
C (-3.15, -4.35, 1.99)
C (-3.81, -5.15, 1.06)
C (-3.85, -4.76, -0.27)
C (-3.22, -3.59, -0.68)
C (-2.54, -2.79, 0.23)
C (-1.83, -1.52, -0.18)
H (-5.36, -0.74, 4.53)
H (-4.51, -1.11, 3.03)
H (-3.85, 0.09, 4.15)
H (-5.00, -1.99, 6.42)
H (-3.80, -3.72, 7.71)
H (-1.69, -4.66, 6.82)
H (-0.80, -3.86, 4.68)
H (-0.17, -3.85, 1.09)
H (2.22, -4.43, 1.03)
H (3.78, -3.41, 2.67)
H (2.93, -1.83, 4.35)
H (1.21, -0.25, 4.98)
H (0.24, -1.53, 5.70)
H (-0.48, -0.47, 4.52)
H (-3.15, -4.63, 3.03)
H (-4.30, -6.06, 1.38)
H (-4.38, -5.36, -0.99)
H (-3.26, -3.29, -1.72)
H (-2.15, -1.20, -1.17)
H (-0.75, -1.74, -0.28)

Summary:
* ΔE to the lowest compared entry with this formula, charge and spin: 0.0 kcal per mole
* E_HOMO (alpha / beta): -10.2 / -10.5 eV
* 2S+1: 3
* charge: +1
* orbital gap (alpha / beta): 7.66 / 7.31 eV
* expectation value of S²: 2.014

***

8.
Below is C3H4BrIO2 as an isolated structure in a non-equilibrium geometry, with properties calculated with the ωB97M-V functional and the def2-TZVPD basis.

Atoms and positions in Å:
C (-0.39, -0.59, -0.77)
C (-2.04, 0.34, 0.72)
C (2.50, 0.10, -0.54)
O (-0.76, -1.54, -1.38)
O (-0.77, 0.31, 0.06)
Br (2.12, 1.60, 0.47)
I (3.40, -1.58, 0.39)
H (-2.46, 1.46, 0.59)
H (-2.04, 0.17, 1.86)
H (-2.61, -0.53, 0.18)
H (3.05, 0.25, -1.58)

Summary:
* ΔE to the lowest compared entry with this formula, charge and spin: 110.5 kcal per mole
* E_HOMO (alpha / beta): -8.0 / -8.3 eV
* orbital gap (alpha / beta): 7.42 / 8.27 eV